Record 1
A single C3H5N3O molecule. Source: the Open Molecules 2025 dataset; level of theory: wB97M-V/def2-TZVPD.

Last column: Mulliken charge in e.
CARTESIAN COORDINATES (ANGSTROEM)
C1 1.94530 -0.12334 0.03002  -0.977
C2 0.44846 -0.22757 0.08438  0.617
N1 -0.23522 -1.27075 0.47784  -0.610
N2 -1.56146 -0.85094 0.33849  0.014
C3 -1.68012 0.38945 -0.12777  0.348
O1 -2.81689 0.82212 -0.29039  -0.686
N3 -0.38207 0.82145 -0.29783  -0.097
H1 2.29829 0.09701 -0.98479  0.291
H2 2.39039 -1.06665 0.34868  0.299
H3 2.32174 0.67016 0.68701  0.287
H4 -2.60937 -0.99053 0.37997  0.324
H5 -0.11906 1.72958 -0.64562  0.189

DFT total energy (a.u.): -356.803249
Max |F| (hartree/bohr): 0.059
Relative energy (zero: lowest compared OMol25 entry of this formula, charge and spin) (eV): 1.473
Gap between HOMO and LUMO (Ha): 0.351
SMILES string: Cc1n[nH]c(=O)[nH]1


Record 2
A single C3H7N3 molecule. Source: the Open Molecules 2025 dataset; level of theory: wB97M-V/def2-TZVPD.

Last column: Mulliken charge in e.
CARTESIAN COORDINATES (ANGSTROEM)
N1 -2.13998 -1.00900 -1.11741  -0.583
C1 -1.55984 -0.42982 -0.29446  0.199
C2 -0.52648 0.22901 0.50640  0.316
N2 -0.69670 1.67767 0.61253  -0.704
C3 0.48738 -0.29097 -0.61324  -0.448
N3 1.47529 -1.18280 -0.03031  -0.610
H1 -0.35067 -0.29117 1.46612  0.284
H2 0.12816 2.10527 1.02723  0.241
H3 -1.47754 1.90569 1.22564  0.257
H4 -0.31048 -0.86388 -1.32398  0.264
H5 0.85408 0.61226 -1.12829  0.348
H6 1.87037 -1.76099 -0.75912  0.230
H7 2.24643 -0.70127 0.42891  0.205

DFT total energy (a.u.): -282.692625
Max |F| (hartree/bohr): 0.086
Relative energy (zero: lowest compared OMol25 entry of this formula, charge and spin) (eV): 2.221
Gap between HOMO and LUMO (Ha): 0.375
SMILES string: N#C[C@H](N)CN


Record 3
6 unconnected molecules or ions with the total composition C20H34NO19PS. Source: the Open Molecules 2025 dataset; level of theory: wB97M-V/def2-TZVPD.

Last column: Mulliken charge in e.
CARTESIAN COORDINATES (ANGSTROEM)
C1 -4.29897 -2.53959 4.58301  -0.866
N1 -4.22569 -2.41674 3.13139  -0.476
C2 -4.74591 -1.19430 2.53884  0.320
C3 -3.69554 -0.05431 2.48820  -0.773
O1 -2.72377 -0.23163 3.49606  -0.244
C4 -2.03179 0.96256 3.78630  0.121
S1 -0.81977 0.64995 5.06751  -0.379
C5 -6.13008 -0.78993 3.09442  -1.174
P1 -6.20872 0.49567 4.34386  1.037
O2 -5.22386 0.40924 5.42864  -0.685
O3 -6.24300 1.93232 3.63938  -0.509
O4 -7.70519 0.32232 4.90306  -0.534
H1 -5.32265 -2.59090 4.94780  0.293
H2 -3.73344 -1.78141 5.12747  0.240
H3 -3.83869 -3.49747 4.84454  0.359
H4 -3.29747 -2.61719 2.79119  0.312
H5 -4.92764 -1.42882 1.48521  0.252
H6 -3.17412 -0.12747 1.52011  0.443
H7 -4.15059 0.94293 2.50195  0.296
H8 -2.72917 1.69073 4.20425  -0.083
H9 -1.53561 1.34385 2.88596  0.388
H10 -0.45233 -0.60330 4.81998  0.110
H11 -6.74088 -0.45964 2.25068  0.466
H12 -6.62811 -1.66956 3.50393  0.440
H13 -5.48612 2.48899 3.91354  0.275
H14 -8.02155 1.16588 5.25229  0.335
O5 0.71284 0.22093 3.07266  -0.452
C6 1.75360 0.70862 2.77458  0.588
O6 2.02032 2.03505 2.84135  -0.321
C7 3.42657 2.21740 2.64210  -0.322
C8 3.80823 0.96800 1.87680  -0.131
O7 2.83687 0.01966 2.33684  -0.344
H15 3.62179 3.13228 2.08911  0.283
H16 3.91465 2.27932 3.61647  0.244
H17 3.70228 1.08763 0.80238  0.090
H18 4.81545 0.62573 2.09702  0.356
O8 4.91785 1.63260 -1.62321  -0.555
C9 4.88972 0.44574 -1.70605  0.613
O9 4.86302 -0.38943 -0.63961  -0.271
C10 4.59675 -1.71476 -1.11953  -0.385
C11 5.07189 -1.63660 -2.55542  -0.094
O10 4.87896 -0.24866 -2.86447  -0.271
H19 5.13296 -2.45308 -0.53013  0.334
H20 3.52601 -1.90838 -1.04108  0.282
H21 6.13188 -1.87627 -2.65788  0.196
H22 4.50144 -2.26706 -3.22982  0.141
O11 -4.69411 3.78173 5.02101  -0.572
C12 -4.29901 4.54197 4.18668  0.666
O12 -3.17534 4.36576 3.46050  -0.155
C13 -3.15665 5.34925 2.42001  -0.310
C14 -4.04255 6.43620 2.99516  -0.420
O13 -4.91908 5.69100 3.84816  -0.341
H23 -2.14099 5.68060 2.22330  0.290
H24 -3.56988 4.90774 1.51181  0.276
H25 -3.48713 7.15232 3.60228  0.286
H26 -4.60747 6.97422 2.23913  0.307
O14 5.02541 -3.82789 -5.00780  -0.510
C15 5.48723 -3.07011 -5.80200  0.753
O15 6.52895 -3.35198 -6.60636  -0.371
C16 6.65007 -2.30205 -7.57176  -0.342
C17 5.97966 -1.14362 -6.86599  -0.340
O16 5.03189 -1.80568 -6.01332  -0.281
H27 7.69414 -2.11453 -7.80541  0.305
H28 6.12871 -2.59909 -8.48272  0.280
H29 6.67095 -0.57424 -6.24349  0.279
H30 5.47192 -0.46453 -7.54507  0.317
O17 0.18398 -2.55576 -9.08950  -0.518
C18 0.65085 -2.61785 -7.99983  0.637
O18 0.58676 -1.62406 -7.07626  -0.357
C19 1.05142 -2.14558 -5.82804  -0.365
C20 1.92641 -3.29774 -6.26960  0.245
O19 1.32564 -3.68720 -7.50839  -0.379
H31 1.59487 -1.38774 -5.26878  0.287
H32 0.19257 -2.47265 -5.23911  0.266
H33 2.95438 -2.99591 -6.45332  -0.267
H34 1.92395 -4.12343 -5.56297  0.391

DFT total energy (a.u.): -3006.445712
Max |F| (hartree/bohr): 0.045
Gap between HOMO and LUMO (Ha): 0.285
SMILES string: CN[C@H](COCS)CP(=O)(O)O.O=C1OCCO1.O=C1OCCO1.O=C1OCCO1.O=C1OCCO1.O=C1OCCO1